Entry 1:
2 unconnected molecules or ions with the total composition C4H9O3 in a non-equilibrium geometry, computed with ωB97M-V with the def2-TZVPD basis set.

Element x y z (Å)
C 0.26 -1.01 0.31
C 0.88 -2.40 0.48
C -0.93 -1.08 -0.67
O -1.24 -2.10 -1.29
O -1.63 -0.08 -0.73
H -0.18 -0.72 1.24
H 1.05 -0.30 0.05
H 0.50 -3.15 -0.07
H 1.14 -2.52 1.59
H 1.94 -2.49 0.01
C -0.06 2.90 -0.22
O -1.10 2.30 0.37
H -1.32 1.34 -0.04
H 0.05 2.84 -1.27
H -0.33 3.91 0.09
H 0.96 2.56 0.13

The value obtained for the HOMO energy is -4.34 eV. As for the net charge: -1. Its LUMO energy is 4.012 eV. Its energy above the lowest of the compared OMol25 structures with the same formula, charge and spin is 36.4 kcal per mole.



Entry 2:
2 unconnected molecules or ions with the total composition C4H9O4 in a non-equilibrium geometry, computed with ωB97M-V with the def2-TZVPD basis set.

Element x y z (Å)
C -0.37 -0.11 -1.40
O -0.95 1.05 -1.07
C 0.96 -0.37 -0.64
C 0.61 -0.61 0.82
C 1.69 -0.22 1.78
O 1.14 0.10 3.01
O 2.87 -0.05 1.58
H -0.98 -1.04 -1.15
H -0.21 -0.32 -2.49
H 1.55 0.53 -0.70
H 1.45 -1.23 -1.10
H -0.25 0.01 1.08
H 0.16 -1.58 1.00
H 1.85 0.18 3.67
H -2.37 1.40 -1.40
H -3.76 0.74 -1.29
O -3.37 1.52 -1.70

The value obtained for the HOMO energy is -3.45 eV. As for the net charge: -1. Its LUMO energy is 3.177 eV. Its energy above the lowest of the compared OMol25 structures with the same formula, charge and spin is 38.3 kcal per mole.



Entry 3:
A molecular structure, C4H9O4PS in a non-equilibrium geometry, computed with ωB97M-V with the def2-TZVPD basis set.

Element x y z (Å)
C -1.52 0.38 -1.97
C -0.19 0.00 -1.32
C -0.93 -0.58 1.06
C -0.16 0.34 0.15
O 2.16 1.21 1.89
O 2.16 -1.36 1.77
O 3.19 0.00 -0.14
O -0.48 -1.92 1.04
P 2.12 -0.12 0.91
S -0.42 2.03 0.54
H -2.33 -0.22 -1.57
H -1.73 1.43 -1.75
H -1.49 0.25 -3.06
H 0.62 0.55 -1.81
H 0.01 -1.07 -1.44
H -0.87 -0.18 2.09
H -2.00 -0.61 0.79
H 0.48 -1.84 1.27
H 1.39 1.70 1.53

The value obtained for the HOMO energy is 0.71 eV. As for the net charge: -2. Its LUMO energy is 5.990 eV. Its energy above the lowest of the compared OMol25 structures with the same formula, charge and spin is 14.6 kcal per mole.



Entry 4:
A single C4H9OP molecule in a non-equilibrium geometry, computed with ωB97M-V with the def2-TZVPD basis set.

Element x y z (Å)
C -3.11 1.08 0.11
C -2.38 0.11 -0.43
P -0.74 -0.65 -0.32
C 1.16 -0.99 0.40
C 1.96 0.34 0.51
O 2.01 0.95 -0.65
H -4.21 1.12 -0.19
H -2.72 1.70 0.87
H -1.37 -1.96 -0.68
H -0.38 -0.35 -1.67
H 1.57 -1.54 -0.32
H 1.04 -1.60 1.30
H 2.89 -0.01 0.85
H 1.48 0.96 1.25
H 2.81 0.85 -1.03

The value obtained for the HOMO energy is -7.27 eV. As for the net charge: 0. Its LUMO energy is 0.553 eV. Its energy above the lowest of the compared OMol25 structures with the same formula, charge and spin is 111.6 kcal per mole.



Entry 5:
2 unconnected molecules or ions with the total composition C4H9OP in a non-equilibrium geometry, computed with ωB97M-V with the def2-TZVPD basis set.

Element x y z (Å)
C -0.26 -0.97 -0.05
C 0.87 -1.79 0.54
C -1.35 1.36 0.83
C -0.32 0.35 0.65
O -1.22 -1.43 -0.68
P 1.34 0.95 -1.72
H 0.98 -2.74 -0.06
H 0.62 -1.95 1.50
H 1.84 -1.28 0.36
H -0.88 2.33 0.90
H -2.01 1.28 0.04
H -1.92 0.88 1.62
H 0.50 0.71 1.35
H 0.85 1.99 -2.44
H 0.97 0.28 -2.85

The value obtained for the HOMO energy (alpha / beta) is -8.41 / -8.70 eV. As for the net charge: 0. Its LUMO energy (alpha / beta) is -1.108 / -0.679 eV. Its energy above the lowest of the compared OMol25 structures with the same formula, charge and spin is 87.2 kcal per mole.



Entry 6:
2 unconnected molecules or ions with the total composition C4H9OS in a non-equilibrium geometry, computed with ωB97M-V with the def2-TZVPD basis set.

Element x y z (Å)
C 1.14 0.26 -1.75
O 0.05 0.92 -2.20
C 0.50 -0.83 -0.72
C 0.10 -0.29 0.63
C -1.16 0.46 0.74
S -1.15 0.75 3.76
H 1.52 -0.46 -2.53
H 1.89 0.85 -1.13
H 1.20 -1.76 -0.76
H -0.39 -1.19 -1.17
H 0.91 0.27 1.03
H 0.06 -1.16 1.36
H -1.16 1.53 0.50
H -2.13 0.05 0.45
H -1.38 0.60 1.78

The value obtained for the HOMO energy is -2.79 eV. As for the net charge: -1. Its LUMO energy is 0.551 eV. Its energy above the lowest of the compared OMol25 structures with the same formula, charge and spin is 120.9 kcal per mole.



Entry 7:
2 unconnected molecules or ions with the total composition C4H9OS in a non-equilibrium geometry, computed with ωB97M-V with the def2-TZVPD basis set.

Element x y z (Å)
O 0.75 -2.81 -0.37
C 0.92 -1.64 -0.67
C 1.10 -0.52 0.27
C 1.93 0.63 -0.26
H 0.90 -1.35 -1.74
H 1.37 -0.92 1.24
H -0.02 -0.11 0.15
H 3.01 0.49 -0.20
H 1.70 1.54 0.30
H 1.64 0.85 -1.29
C -2.76 0.77 0.61
S -1.54 0.87 -0.75
H -2.26 0.96 1.57
H -3.58 1.48 0.50
H -3.15 -0.25 0.64

The value obtained for the HOMO energy is -2.63 eV. As for the net charge: -1. Its LUMO energy is 4.008 eV. Its energy above the lowest of the compared OMol25 structures with the same formula, charge and spin is 12.2 kcal per mole.



Entry 8:
2 unconnected molecules or ions with the total composition C4H9OS in a non-equilibrium geometry, computed with ωB97M-V with the def2-TZVPD basis set.

Element x y z (Å)
C -1.87 0.07 -1.64
C -0.99 0.51 -0.77
C 0.24 -1.39 0.89
C 1.40 0.94 0.72
O 1.41 -0.46 -1.47
S 0.55 -0.12 -0.38
H -2.74 0.69 -1.79
H -1.70 -0.73 -2.34
H -1.36 2.02 0.57
H -0.36 -2.17 0.56
H -0.41 -0.92 1.54
H 1.12 -1.85 1.23
H 1.55 0.34 1.55
H 0.77 1.79 0.91
H 2.41 1.26 0.40

The value obtained for the HOMO energy (alpha / beta) is -15.50 / -15.25 eV. As for the net charge: +1. Its LUMO energy (alpha / beta) is -6.308 / -5.865 eV. Its energy above the lowest of the compared OMol25 structures with the same formula, charge and spin is 117.4 kcal per mole.



Entry 9:
A single C4H9PS2 molecule in a non-equilibrium geometry, computed with ωB97M-V with the def2-TZVPD basis set.

Element x y z (Å)
C -0.30 -0.10 -1.15
C -0.63 1.10 2.65
C -0.80 0.45 0.14
C -0.34 0.09 1.60
P 1.32 -1.35 -3.17
S 1.32 -0.76 -1.21
S 0.33 -0.36 -4.50
H -1.62 1.36 2.52
H -0.47 0.66 3.63
H -0.11 2.06 2.64
H -0.54 1.46 -0.24
H -1.86 0.28 0.10
H 0.64 -0.33 1.50
H -0.92 -0.79 1.99
H 2.66 -1.02 -3.37
H 1.33 -2.76 -3.15

The value obtained for the HOMO energy is -8.51 eV. As for the net charge: 0. Its LUMO energy is -0.164 eV. Its energy above the lowest of the compared OMol25 structures with the same formula, charge and spin is 57.5 kcal per mole.



Entry 10:
A single C4HCl4IN2O2 molecule in a non-equilibrium geometry, computed with ωB97M-V with the def2-TZVPD basis set.

Element x y z (Å)
O 0.97 2.34 4.61
N 1.17 2.48 3.41
O 1.88 3.32 2.87
N 0.45 1.68 2.59
C 0.82 0.76 1.86
Cl 2.41 0.16 2.09
C -0.13 0.08 0.94
Cl -1.72 0.63 1.09
C 0.25 -0.60 -0.37
Cl 1.68 -0.23 -1.10
C -0.03 -1.49 0.73
Cl 1.24 -2.53 1.41
I -1.88 -2.66 0.40
H -0.61 -0.51 -1.01

The value obtained for the HOMO energy is -10.23 eV. As for the net charge: 0. Its LUMO energy is -1.084 eV. Its energy above the lowest of the compared OMol25 structures with the same formula, charge and spin is 35.3 kcal per mole.



Entry 11:
A gas-phase ion, C4HN2S2 (charge -1) in a non-equilibrium geometry, computed with ωB97M-V with the def2-TZVPD basis set.

Element x y z (Å)
C -3.77 -0.60 1.08
C 0.06 0.01 0.19
C -2.41 -0.47 1.02
C 0.85 0.04 2.52
N -4.94 -0.76 1.15
N 0.67 0.04 1.34
S 1.29 0.27 4.04
S -1.59 -0.20 -0.36
H 0.84 -0.36 -0.58

The value obtained for the HOMO energy (alpha / beta) is -2.25 / -3.56 eV. As for the multiplicity: 3. As for the net charge: -1. Its LUMO energy (alpha / beta) is 3.118 / 2.317 eV.



Entry 12:
A molecular structure, C4LiO2Tl in a non-equilibrium geometry, computed with ωB97M-V with the def2-TZVPD basis set.

Element x y z (Å)
C -1.45 -2.21 -0.35
C -1.37 -0.94 -0.48
C -1.17 0.38 -0.71
C -0.01 0.91 -0.03
O 0.22 2.12 0.16
Li 2.13 1.72 0.45
O 1.00 -0.01 -0.02
Tl 0.64 -1.96 0.98

The value obtained for the HOMO energy (alpha / beta) is -7.69 / -7.77 eV. As for the net charge: 0. Its LUMO energy (alpha / beta) is -1.213 / -1.255 eV.



Entry 13:
A single C4N2 molecule in a non-equilibrium geometry, computed with ωB97M-V with the def2-TZVPD basis set.

Element x y z (Å)
N 1.63 1.43 -2.29
C 1.07 0.93 -1.40
C 0.40 0.27 -0.36
C -0.29 -0.22 0.49
C -1.06 -0.88 1.42
N -1.75 -1.53 2.13

The value obtained for the HOMO energy is -11.59 eV. As for the net charge: 0. Its LUMO energy is -1.091 eV. Its energy above the lowest of the compared OMol25 structures with the same formula, charge and spin is 2.2 kcal per mole.



Entry 14:
A molecular structure, C4O5Rb in a non-equilibrium geometry, computed with ωB97M-V with the def2-TZVPD basis set.

Element x y z (Å)
C -0.43 -1.53 2.59
O -0.71 -2.36 3.42
O 2.08 0.21 1.60
C 0.91 0.23 1.19
C -0.15 -0.58 1.80
O 0.50 0.96 0.21
C 0.08 0.59 -3.50
O -1.01 0.34 -3.18
O 1.02 1.01 -4.05
Rb -2.29 1.15 -0.08

The value obtained for the HOMO energy is -2.23 eV. As for the net charge: -1. Its LUMO energy is 1.334 eV. Its energy above the lowest of the compared OMol25 structures with the same formula, charge and spin is 24.5 kcal per mole.



Entry 15:
A single C5 molecule in a non-equilibrium geometry, computed with ωB97M-V with the def2-TZVPD basis set.

Element x y z (Å)
C -0.83 0.61 -0.04
C 0.38 1.29 0.42
C -0.60 -0.67 0.45
C 0.72 0.04 -0.22
C 0.32 -1.26 -0.61

The value obtained for the HOMO energy is -9.97 eV. As for the net charge: 0. Its LUMO energy is -2.250 eV. Its energy above the lowest of the compared OMol25 structures with the same formula, charge and spin is 67.9 kcal per mole.